Density functional theory data (ωB97M-V with the def2-TZVPD basis set) for a structure of composition C19H42HgNO7S3 at a distorted geometry.

Values from the calculation:
- Charge: 0
- Gap between HOMO and LUMO (alpha / beta): 8.0 / 5.9 eV
- Energy: -2678.336723 a.u.
- Multiplicity: 2

Each line ends with the Mulliken charge.
Cartesian coordinates (Å):
Hg -28.247 18.559 -9.427  0.5630
C -31.847 18.584 -9.145  -0.1490
O -30.554 18.794 -9.656  -0.6196
H -32.419 17.807 -9.651  0.3476
H -31.758 18.301 -8.096  -0.1842
H -32.365 19.543 -9.122  0.1031
C -33.564 24.356 -9.708  -1.1417
C -32.310 25.036 -10.116  -0.1735
N -31.520 24.060 -10.869  0.1547
C -30.301 24.612 -11.385  -0.5458
C -30.600 25.588 -12.548  -1.3538
C -31.238 22.748 -10.217  -0.7736
C -30.360 22.804 -9.011  -0.8664
H -33.414 23.536 -9.005  0.0115
H -34.146 23.869 -10.491  0.3385
H -34.272 25.032 -9.229  0.4301
H -32.741 25.800 -10.763  0.3359
H -31.769 25.472 -9.277  0.3042
H -29.692 25.024 -10.581  0.3528
H -29.761 23.788 -11.851  0.3847
H -30.923 26.571 -12.204  0.3374
H -29.689 25.712 -13.133  0.4424
H -31.228 25.145 -13.320  0.3181
H -30.844 22.043 -10.949  0.3450
H -32.156 22.212 -9.978  0.2453
H -29.416 23.270 -9.294  0.2951
H -30.232 21.847 -8.506  0.3081
H -30.834 23.482 -8.302  0.2416
C -31.857 13.838 -10.058  -0.2100
C -33.241 13.392 -10.380  -0.7332
C -33.967 12.992 -9.106  -0.7044
S -32.665 12.120 -8.136  1.0398
O -32.641 10.714 -8.483  -0.6505
O -32.717 12.621 -6.710  -0.6224
C -31.266 12.929 -9.008  -0.1932
H -32.006 14.851 -9.683  -0.0535
H -31.280 13.870 -10.982  0.3764
H -33.131 12.467 -10.945  0.3175
H -33.925 14.039 -10.930  0.3835
H -34.928 12.477 -9.115  0.4599
H -34.141 13.928 -8.575  0.3020
H -30.586 12.151 -9.354  0.3805
H -30.781 13.485 -8.205  -0.0595
C -31.140 17.201 -4.500  -0.6966
C -31.470 16.081 -5.419  -0.2078
C -30.238 15.568 -6.154  -0.7107
S -28.897 16.951 -6.041  0.8262
O -28.539 17.289 -7.408  -0.4688
O -27.811 16.446 -5.181  -0.6287
C -30.159 18.132 -5.255  -0.2956
H -30.642 16.825 -3.606  0.4152
H -32.037 17.721 -4.162  0.1057
H -32.097 16.470 -6.221  0.0445
H -32.085 15.319 -4.938  0.6355
H -30.375 15.574 -7.235  0.0853
H -29.796 14.638 -5.795  0.4614
H -30.677 18.718 -6.015  -0.0261
H -29.689 18.916 -4.663  0.5522
C -34.759 19.764 -3.694  -0.7011
C -35.070 19.192 -5.063  -0.8351
C -33.830 19.410 -5.943  0.0622
S -33.191 21.073 -5.466  1.1126
O -33.741 22.098 -6.363  -0.6565
O -31.775 21.055 -5.224  -0.6209
C -34.067 21.133 -3.811  -0.7206
H -34.209 19.001 -3.143  0.2605
H -35.726 19.807 -3.193  0.4274
H -35.876 19.756 -5.532  0.3837
H -35.366 18.144 -5.091  0.3694
H -34.047 19.374 -7.010  0.4608
H -33.080 18.629 -5.812  -0.4492
H -34.943 21.781 -3.784  0.3455
H -33.375 21.430 -3.023  0.3853